This record from the Open Molecules 2025 dataset describes a single C4H7ClO molecule. The level of theory is ωB97M-V/def2-TZVPD.

Each line ends with the natural charge from an NBO analysis.
Geometry (Å):
O 1.72543 -0.50235 -0.84932  -0.734
C 1.06700 -0.84989 0.27145  -0.027
C 0.23577 0.43394 0.77810  -0.469
C -0.71724 1.12666 -0.09734  -0.210
C -1.85843 0.62624 -0.55538  -0.211
Cl -2.59172 -0.83560 -0.04489  -0.027
H 2.05998 -1.16720 -1.43308  0.484
H 1.78155 -1.17313 1.09824  0.152
H 0.39767 -1.72453 0.14441  0.165
H 0.85607 1.26125 1.15612  0.221
H -0.29348 0.00406 1.78432  0.219
H -0.37015 1.98294 -0.73305  0.222
H -2.29246 0.81761 -1.51959  0.215

Calculated values
SMILES   OCC/C=C\Cl
HOMO level   -0.339 hartree
Orbital gap   9.99 eV
2S+1   1
Energy relative to the best compared isomer or geometry (same formula, charge and spin)   182.59 kJ/mol
LUMO level   0.775 eV
F_max   4.1 eV Å⁻¹